{
  "formula": "C6H8ClNO2S",
  "method": "ωB97M-V with the def2-TZVPD basis set",
  "elements": ["C", "C", "C", "C", "C", "C", "N", "O", "O", "S", "Cl", "H", "H", "H", "H", "H", "H", "H", "H"],
  "positions_angstrom": [[1.5515, -0.9643, -0.6502], [0.2762, -0.7741, -0.9815], [1.0113, -0.5503, 1.6212], [2.0688, -0.4444, 0.6537], [-0.6171, -0.2492, 0.0387], [-0.4531, 1.9769, -0.3161], [-0.2199, -0.4469, 1.3513], [-2.8189, -1.7094, -0.2975], [-2.3581, 0.2237, -1.7448], [-2.3342, -0.3721, -0.4529], [-3.3192, 0.7007, 0.9411], [2.2521, -1.6077, -1.2947], [-0.2095, -0.8866, -1.9575], [1.2378, -0.7145, 2.6009], [3.0181, -0.9572, 1.0912], [2.2389, 0.6712, 0.4803], [-1.4210, 2.1355, 0.0706], [-0.2109, 1.9741, -1.4580], [0.3073, 1.9945, 0.3043]],
  "de_lowest_kcal_mol": 87.45,
  "homo_ev": -8.65,
  "gap_ev": 8.04
}

{
  "formula": "C6H8F3NO",
  "method": "ωB97M-V with the def2-TZVPD basis set",
  "elements": ["C", "C", "C", "C", "C", "C", "N", "O", "F", "F", "F", "H", "H", "H", "H", "H", "H", "H", "H"],
  "positions_angstrom": [[1.7163, -3.0411, 0.7668], [0.9369, -2.2920, 0.0162], [-0.2068, 0.6791, -0.6464], [-1.4016, 2.8447, 1.8226], [-1.6561, 2.1336, 0.5015], [0.9817, -2.5168, -1.4851], [0.5991, 1.2479, -1.3992], [-1.0691, 0.7700, 0.2690], [1.7662, -1.5256, -2.0420], [1.5246, -3.7011, -1.8431], [-0.1906, -2.5387, -2.1423], [2.2608, -3.7588, 0.2917], [1.6497, -2.8183, 1.7987], [-0.2821, 2.6137, 2.0243], [-1.5860, 3.8320, 1.5616], [-1.9824, 2.5615, 2.5956], [-1.2551, 2.5855, -0.3133], [-2.6841, 2.0788, 0.4982], [0.8783, 0.8454, -2.2748]],
  "de_lowest_kcal_mol": 114.28,
  "homo_ev": [-9.85, -7.01],
  "gap_ev": [10.25, 5.89]
}

{
  "formula": "C6H8IN3O",
  "method": "ωB97M-V with the def2-TZVPD basis set",
  "elements": ["C", "C", "C", "C", "C", "C", "N", "N", "N", "O", "I", "H", "H", "H", "H", "H", "H", "H", "H"],
  "positions_angstrom": [[-0.1924, -1.7493, -1.0079], [1.3642, 1.2233, 1.2728], [0.1895, -0.5254, -0.4328], [-0.0279, 1.1200, -0.7390], [0.9198, -1.0425, 0.7378], [0.9144, -2.4558, 0.7250], [1.3337, -0.0439, 1.5923], [0.6314, 1.7154, 0.2637], [-0.5873, 1.7809, -1.6827], [0.3182, -2.8111, -0.3362], [-3.3313, -0.4637, 0.2733], [-0.6631, -2.0403, -1.9555], [1.6415, 1.9561, 1.9858], [-4.8568, 0.0081, -0.2543], [1.4164, -3.0846, 1.4173], [1.8819, -0.4011, 2.3018], [0.6261, 2.8329, 0.1676], [-1.0060, 1.2168, -2.4126], [-0.5722, 2.7644, -1.9164]],
  "de_lowest_kcal_mol": 6.99,
  "charge": 2,
  "homo_ev": -15.97,
  "gap_ev": 6.53
}

{
  "formula": "C6H8INO5",
  "method": "ωB97M-V with the def2-TZVPD basis set",
  "elements": ["C", "C", "C", "C", "C", "C", "N", "O", "O", "O", "O", "O", "I", "H", "H", "H", "H", "H", "H", "H", "H"],
  "positions_angstrom": [[2.2714, 1.0714, -1.3486], [1.1171, 1.7207, -0.7003], [-1.7855, -0.6488, -0.2805], [-0.2654, -1.0941, -0.4836], [0.6941, -0.7024, 0.6725], [0.7727, 1.3314, 0.7146], [3.1317, 0.5411, -1.8866], [0.2454, 2.2830, -1.3456], [-2.2339, -1.1108, 0.9921], [0.2899, -0.5939, -1.6325], [0.5052, -1.1428, 1.9657], [-0.4597, 1.6161, 1.1805], [2.3932, 1.5962, 2.0314], [-1.5662, 0.4843, -0.1347], [-2.4214, -1.0284, -1.0958], [-0.3912, -2.2768, -0.3794], [1.7444, -0.7206, 0.2589], [-3.0821, -1.6874, 0.7786], [0.2076, -1.2771, -2.3286], [-0.3802, -0.7825, 2.2422], [-0.7869, 2.4212, 0.7796]],
  "de_lowest_kcal_mol": 35.10,
  "homo_ev": -8.86,
  "gap_ev": 8.36
}

{
  "formula": "C6H8IO2",
  "method": "ωB97M-V with the def2-TZVPD basis set",
  "elements": ["C", "C", "C", "C", "C", "I", "C", "O", "O", "H", "H", "H", "H", "H", "H", "H", "H"],
  "positions_angstrom": [[1.3541, -0.5238, -0.6897], [0.3146, 0.3468, -0.0142], [0.4791, 1.8130, -0.3606], [-0.1073, -0.0166, 1.3816], [-1.0360, -0.2533, 0.2351], [-2.7825, 0.9777, 0.0610], [-1.4791, -1.8843, -0.1383], [-2.5779, -1.9778, -0.6427], [-0.6078, -2.6768, 0.1838], [1.3297, -0.3799, -1.7707], [1.1502, -1.5690, -0.4715], [2.3544, -0.2700, -0.3290], [0.3090, 1.9715, -1.4272], [1.4967, 2.1419, -0.1299], [-0.2149, 2.4375, 0.1966], [-0.3005, 0.7751, 2.0957], [0.3182, -0.9122, 1.8199]],
  "de_lowest_kcal_mol": 0.38,
  "charge": -1,
  "homo_ev": -4.39,
  "gap_ev": 7.40
}

{
  "formula": "C6H8InO4",
  "method": "ωB97M-V with the def2-TZVPD basis set",
  "elements": ["O", "C", "C", "H", "H", "H", "O", "C", "C", "O", "C", "C", "O", "In", "H", "H", "H", "H", "H"],
  "positions_angstrom": [[-1.7247, -1.4063, 0.8441], [-1.3927, -1.8967, 1.8848], [-1.4077, -2.6596, 2.9464], [1.5468, 0.9868, 0.5575], [-1.5343, -3.7367, 2.8262], [-1.6125, -2.2079, 3.9179], [-0.2459, -1.5483, -1.6750], [0.8196, -1.1219, -2.3131], [1.4118, 0.0644, -2.0437], [0.5847, 0.9596, -1.3714], [1.0549, 1.7309, -0.2841], [-0.2180, 2.3766, 0.2581], [-1.2284, 1.4533, 0.4581], [-0.9750, -0.1657, -0.5015], [1.3209, -1.8091, -3.0094], [2.2694, 0.4860, -2.5655], [1.8162, 2.4584, -0.6000], [-0.5557, 3.1102, -0.5063], [0.0703, 2.9263, 1.1767]],
  "charge": 1,
  "homo_ev": -12.43,
  "gap_ev": 7.93
}